DFT (ωB97M-V with the def2-TZVPD basis set) results for the molecule C4H9NO2.

The SMILES is C=C(C)N(O)OC. As for the energy above the lowest of the compared OMol25 structures with the same formula, charge and spin: 131.0 kcal per mole. Its orbital gap is 10.10 eV. Its multiplicity is 1. Its total charge is 0.

Each line ends with the Mulliken charge.
CARTESIAN COORDINATES (ANGSTROEM)
C: -0.84535 0.08406 1.66587  -0.6662
C: -0.96906 -0.40371 0.43897  0.6373
C: -1.21050 -1.82794 0.05524  -1.0900
N: -0.40470 0.43153 -0.62666  -0.1535
O: -0.97733 1.70806 -0.45018  -0.4151
O: 0.94498 0.46257 -0.01156  -0.1918
C: 2.13936 0.78625 -0.68395  -0.6671
H: -0.50721 1.10936 1.78029  0.2921
H: -0.89944 -0.54472 2.54336  0.2691
H: -1.57440 -2.38727 0.92059  0.3348
H: -0.25576 -2.26289 -0.26514  0.2657
H: -1.93105 -1.95106 -0.76096  0.2812
H: -0.99187 2.08913 -1.33844  0.3428
H: 2.41366 0.09464 -1.48817  0.2815
H: 2.18806 1.82532 -1.02615  0.2390
H: 2.88827 0.66944 0.11482  0.2401

---

DFT (ωB97M-V with the def2-TZVPD basis set) results for the molecule C4H5NO2 in a non-equilibrium geometry.

The SMILES is OCc1ccon1. As for the energy above the lowest of the compared OMol25 structures with the same formula, charge and spin: 106.3 kcal per mole. Its orbital gap is 9.84 eV. Its multiplicity is 1. Its total charge is 0.

Each line ends with the Mulliken charge.
CARTESIAN COORDINATES (ANGSTROEM)
O: 1.22844 -2.05679 -0.15728  -0.5227
C: 0.38057 -1.28061 0.64273  -0.4100
C: 0.20829 0.09016 0.10790  0.7394
C: -0.97841 0.94822 0.42909  -0.4036
C: -1.07815 1.55552 -0.74911  -0.3372
O: 0.42719 1.62821 -1.33151  -0.2196
N: 1.03184 0.56290 -0.75221  -0.4406
H: 1.92252 -1.46784 -0.48617  0.3506
H: -0.58889 -1.79406 0.70988  0.3001
H: 0.75222 -1.11845 1.65712  0.2352
H: -1.46378 1.12947 1.40822  0.3437
H: -1.84498 1.80456 -1.47240  0.3645

---

DFT (ωB97M-V with the def2-TZVPD basis set) results for the molecule C5H15N3.

The SMILES is CC(C)(C)C(N)(N)N. As for the energy above the lowest of the compared OMol25 structures with the same formula, charge and spin: 0.8 kcal per mole. Its orbital gap is 9.68 eV. Its multiplicity is 1. Its total charge is 0.

Each line ends with the Mulliken charge.
CARTESIAN COORDINATES (ANGSTROEM)
C: 0.10335 -0.37258 1.82449  -1.8319
C: 0.17107 0.37392 0.49123  1.4193
C: 1.59375 0.89566 0.26860  -1.9785
C: -0.77636 1.57821 0.53896  -1.8918
C: -0.20313 -0.62608 -0.64677  1.0081
N: -0.13668 0.05812 -1.94352  -0.6502
N: 0.76216 -1.70691 -0.64512  -0.6948
N: -1.49433 -1.22446 -0.36018  -0.6722
H: -0.91189 -0.70395 2.01909  0.3826
H: 0.74278 -1.24766 1.78091  0.4121
H: 0.43026 0.27590 2.63369  0.4462
H: 1.80838 1.69068 0.97913  0.4614
H: 1.69774 1.28739 -0.74010  0.4136
H: 2.31890 0.10110 0.41834  0.4493
H: -1.81479 1.27525 0.63876  0.4061
H: -0.52883 2.18722 1.40391  0.4519
H: -0.66756 2.20337 -0.34547  0.4512
H: -0.37564 -0.58508 -2.69249  0.2028
H: -0.78194 0.83900 -1.98554  0.2201
H: 1.61980 -1.38506 -1.07564  0.2356
H: 0.41279 -2.49154 -1.18503  0.2637
H: -1.74824 -1.89944 -1.07221  0.2675
H: -2.22159 -0.52303 -0.30507  0.2281

---

DFT (ωB97M-V with the def2-TZVPD basis set) results for a structure of composition C16H32MoN4O in a non-equilibrium geometry.

As for the energy above the lowest of the compared OMol25 structures with the same formula, charge and spin: 20.4 kcal per mole. Its orbital gap is 7.85 eV. Its multiplicity is 1. Its total charge is +2.

Each line ends with the Mulliken charge.
CARTESIAN COORDINATES (ANGSTROEM)
Mo: -0.72287 0.36557 0.12242  0.8897
N: 0.16552 -0.25069 2.12826  -0.2413
C: -0.06164 0.87554 3.09579  -0.8351
C: -1.19148 1.80285 2.62730  -0.5979
N: -1.06924 2.19479 1.18722  0.1620
C: -2.40254 2.67555 0.71315  -0.6838
C: -2.56029 2.70614 -0.80627  -0.9532
N: -2.03640 1.44266 -1.44969  -0.4285
C: 0.02008 3.20118 1.01157  -0.6149
C: 0.78037 3.02049 -0.28817  -0.7471
N: 1.28076 1.63008 -0.34626  -0.4088
H: -0.20300 -1.12102 2.49180  0.3256
H: 1.18587 -0.41972 2.08303  0.0249
H: 0.87709 1.40973 3.23837  0.4222
H: -0.33876 0.49770 4.07888  0.4828
H: -1.21069 2.69655 3.25753  0.4257
H: -2.14637 1.29710 2.73325  0.4682
H: -2.60439 3.67056 1.11935  0.5563
H: -3.12613 1.98438 1.13374  0.4529
H: -2.06441 3.56840 -1.24977  0.3178
H: -3.62084 2.83355 -1.01670  0.5236
H: -1.37079 1.75098 -2.18587  0.2951
H: -2.75395 0.95626 -1.96841  0.3159
H: 0.71571 3.08564 1.84218  0.3702
H: -0.39694 4.20777 1.06767  0.3446
H: 1.57315 3.76553 -0.36312  0.5238
H: 0.13400 3.17455 -1.15265  0.2552
H: 2.05599 1.51828 0.30900  0.2224
H: 1.67676 1.42290 -1.26043  0.2969
C: 2.92540 -2.45253 1.23774  -1.5537
C: 1.58373 -3.04541 0.82014  0.5954
C: 1.74781 -4.53882 0.50865  -1.5223
C: 0.93714 -2.34834 -0.36168  0.6597
C: -0.38850 -2.66145 -0.70773  -0.9900
C: -0.98314 -2.14930 -1.85443  -0.7402
C: -0.28063 -1.29515 -2.71866  0.7980
C: -0.88143 -0.82767 -4.01829  -1.3001
C: 1.00696 -0.92742 -2.33643  -1.1489
C: 1.60483 -1.43618 -1.17855  0.0095
H: 3.33264 -3.00746 2.08082  0.3622
H: 2.86067 -1.40158 1.54525  0.2825
H: 3.65772 -2.51374 0.43151  0.3960
H: 0.88445 -2.96706 1.66210  0.1758
H: 2.40576 -4.67788 -0.35087  0.3896
H: 0.79312 -5.01251 0.28286  0.3929
H: 2.18743 -5.05693 1.35965  0.4385
H: -0.95314 -3.35007 -0.08839  0.4901
H: -1.99455 -2.44899 -2.10557  0.4783
H: -1.51236 0.05637 -3.88692  0.1642
H: -1.51090 -1.60036 -4.45579  0.4307
H: -0.10966 -0.57323 -4.74230  0.4063
H: 1.58839 -0.28925 -2.99731  0.6137
H: 2.63147 -1.16489 -0.96069  0.4500
O: -2.11778 -0.27344 0.68171  -0.4431

---

DFT (ωB97M-V with the def2-TZVPD basis set) results for a structure of composition C22H39BrF3I2NO9PS in a non-equilibrium geometry.

As for the energy above the lowest of the compared OMol25 structures with the same formula, charge and spin: 338.1 kcal per mole. Its orbital gap is 5.75 eV. Its multiplicity is 1. Its total charge is +1.

Each line ends with the Mulliken charge.
CARTESIAN COORDINATES (ANGSTROEM)
C: 1.65004 4.51930 2.13490  -0.9234
C: 0.98094 2.98671 2.16654  -0.0374
O: 0.10131 2.91471 0.99177  -0.2645
C: 0.26411 1.66535 0.23524  0.1953
O: 1.63078 1.28755 -0.24839  -0.2825
C: -0.43943 2.08805 -1.22245  -0.1541
I: -2.20227 3.42283 -0.91698  0.1651
C: 0.46725 3.05087 -2.23969  -0.0873
O: -0.29561 4.23123 -2.67540  -0.3096
C: -0.54934 4.23330 -4.12432  0.7265
F: -1.11681 5.59646 -4.44426  -0.2409
F: 0.65419 4.08706 -4.97483  -0.2101
F: -1.65780 3.27402 -4.48148  -0.2017
C: -0.96929 0.63855 -1.77365  -1.0830
I: -1.50702 -0.09613 -3.76227  0.3063
N: -1.04993 -0.19248 -0.65620  0.4644
Br: -1.72032 -1.90061 -1.16663  0.0957
C: -0.62987 0.32995 0.69960  0.8086
C: 0.42896 -0.51511 1.62325  -0.6910
C: 1.23002 -1.71501 0.84399  -0.5923
C: 2.88118 -1.60212 1.08473  -0.3058
C: 3.59960 -1.86809 -0.39946  -0.4487
O: 5.05757 -1.67132 -0.38316  -0.3617
C: 5.28261 -0.52317 -1.31528  0.6793
C: 5.71452 0.90236 -0.55641  -0.5590
O: 5.18198 -0.60813 -2.65192  -0.5370
C: -1.83950 0.64711 1.79500  -0.7671
C: -2.86690 -0.60765 2.03338  -0.5942
P: -4.66877 -0.26422 1.39105  0.6687
O: -5.66078 -1.15077 2.29381  -0.7192
O: -4.92599 -0.78430 -0.25542  -0.3570
C: -4.81175 0.34461 -1.19968  0.8779
C: -5.29829 -0.26230 -2.67951  -1.0387
O: -5.08032 1.41923 1.58469  -0.3113
C: -6.48488 1.60268 1.98483  -0.3392
C: -7.58960 1.02598 0.91271  -0.7960
H: 2.77987 4.46473 1.82773  0.2631
H: 1.10838 5.12170 1.25878  0.2234
H: 1.45317 5.09961 3.13141  0.3089
H: 1.89193 2.25331 2.15852  0.1245
H: 0.44270 2.87857 3.20157  0.3093
H: 2.25231 2.07260 -0.16320  0.4747
H: 0.83351 2.34883 -3.10165  0.3097
H: 1.42092 3.47343 -1.65878  0.0915
H: -0.15250 -1.03446 2.52580  0.4986
H: 1.24517 0.17228 2.15107  0.1506
H: 0.86538 -2.74042 1.28759  0.2791
H: 1.08978 -1.73319 -0.31980  0.2361
H: 3.21008 -2.52123 1.76266  0.3511
H: 3.20300 -0.58226 1.55982  0.2070
H: 3.29923 -2.92961 -0.82697  0.2598
H: 3.08081 -1.07639 -1.12644  0.1682
H: 4.72049 1.43326 -0.18240  -0.0668
H: 6.39151 1.58303 -1.22519  0.3195
H: 6.32715 0.57251 0.39216  0.3024
H: -2.45933 1.60790 1.54633  0.3017
H: -1.27124 0.85785 2.82218  0.4352
H: -2.99380 -0.72084 3.21508  0.3640
H: -2.45124 -1.65530 1.67050  0.3410
H: -5.53703 1.23939 -0.97967  0.1901
H: -3.70982 0.75465 -1.23359  -0.3966
H: -6.19713 -1.03468 -2.54499  0.3123
H: -5.58784 0.63074 -3.39699  0.2990
H: -4.43640 -0.86017 -3.21357  0.1345
H: -6.67883 2.77789 2.06543  0.2868
H: -6.69151 1.12695 3.04343  0.3209
H: -8.64975 1.13342 1.43417  0.3516
H: -7.60243 1.67700 -0.08410  0.2144
H: -7.45962 -0.10902 0.63734  0.2409
C: 5.52052 -5.60644 -0.87937  -0.8257
S: 4.31929 -6.66089 -0.03360  0.4600
O: 3.22359 -5.77459 0.48090  -0.5778
C: 5.38689 -7.07404 1.36743  -0.9159
H: 5.05235 -5.19900 -1.77867  0.2955
H: 5.82311 -4.78467 -0.22568  0.1885
H: 6.39203 -6.20017 -1.16389  0.4269
H: 5.69754 -6.16201 1.88246  0.2870
H: 6.26285 -7.62046 1.00986  0.3633
H: 4.82437 -7.70636 2.05828  0.3165

---

DFT (ωB97M-V with the def2-TZVPD basis set) results for a structure of composition C4H8O2Rh in a non-equilibrium geometry.

As for the energy above the lowest of the compared OMol25 structures with the same formula, charge and spin: 0.0 kcal per mole. Its orbital gap (spin up / spin down) is 9.13 / 6.44 eV. Its multiplicity is 5. Its total charge is +3.

Each line ends with the Mulliken spin population.
CARTESIAN COORDINATES (ANGSTROEM)
C: -1.79602 -0.22097 0.49332  0.1432
C: -0.43321 -0.80885 0.65430  -0.0443
C: 0.68012 0.05307 0.74196  0.3258
C: 1.79710 -0.15553 -0.06791  0.1823
O: 2.85733 0.54333 -0.00023  0.4469
Rh: 4.47631 0.68877 -0.60140  2.7022
H: -2.49814 -0.92522 0.03079  -0.0048
H: -1.92858 0.77021 0.93813  -0.0029
H: -0.27744 -1.70569 0.04272  0.0019
H: -1.57669 -0.85695 1.65243  0.1117
H: 0.66481 0.91875 1.40831  0.0085
H: 1.77146 -0.98901 -0.78967  0.0190
H: -0.47184 0.93656 -1.27161  -0.0060
O: -1.32614 0.52063 -1.50125  0.1200
H: -1.93905 1.23089 -1.72989  -0.0034